A 2-piece molecular cluster, C2H3NO3 overall, computed with ωB97M-V/def2-TZVPD.

```
9
Properties=species:S:1:pos:R:3:lowdin_charge:R:1
C -1.336 -0.247 -1.720 0.024
C -0.593 0.623 -1.043 -0.225
N 0.970 -0.297 2.307 -0.070
O 1.397 -1.322 2.668 0.041
O 1.677 0.159 1.151 -0.029
O -0.023 1.476 -0.456 0.120
H -0.904 -1.229 -1.625 0.060
H -2.340 -0.024 -2.083 0.073
H 1.151 0.861 0.801 0.006
```

Calculated values
SMILES = C=C=O.O=NO
E_LUMO = 0.3 eV
Kohn-Sham gap = 10.3 eV
Total charge = 0
HOMO energy = -9.95 eV

A 2-piece molecular cluster, C2H3NO3 overall, computed with ωB97M-V/def2-TZVPD.

```
9
Properties=species:S:1:pos:R:3:lowdin_charge:R:1
C -2.571 2.297 -2.032 -0.006
C -0.974 -0.070 0.279 0.070
N -0.190 -0.178 -0.666 -0.389
O -0.163 0.103 -1.880 -0.040
O -3.276 1.420 -2.100 0.017
O 0.962 -0.979 -0.354 0.012
H 1.247 -1.420 -1.180 0.121
H -0.551 -0.709 1.092 0.125
H -1.726 0.712 0.275 0.091
```

Calculated values
E_LUMO = 0.8 eV
Kohn-Sham gap = 10.6 eV
Total charge = 0
HOMO energy = -9.77 eV

A 2-piece molecular cluster, C2H3NO3 overall, computed with ωB97M-V/def2-TZVPD.

```
9
Properties=species:S:1:pos:R:3:lowdin_charge:R:1
C -0.018 -1.220 0.437 -0.404
C 3.055 -0.182 -0.653 0.002
N 0.088 0.930 -0.455 0.087
O -0.700 -1.626 -0.475 0.058
O 3.685 -0.170 0.279 0.043
O 0.411 0.003 0.639 -0.105
H 0.284 -1.735 1.376 0.152
H -0.539 1.611 -0.113 0.077
H 0.071 0.354 -1.299 0.091
```

Calculated values
E_LUMO = 0.9 eV
Kohn-Sham gap = 11.1 eV
Total charge = 0
HOMO energy = -10.16 eV

C2H3NO3P as an isolated structure, computed with ωB97M-V/def2-TZVPD.

```
10
Properties=species:S:1:pos:R:3:lowdin_charge:R:1
C 0.063 0.237 0.520 -0.037
C -0.398 -0.028 -0.680 -0.355
N -1.544 0.535 -1.292 -0.230
O -3.790 -1.555 -2.693 -0.516
O -2.312 1.126 -0.492 -0.138
O -1.426 -1.748 -3.484 -0.500
P -2.325 -1.436 -2.346 0.546
H 0.854 -0.245 1.178 0.064
H -0.693 0.930 1.057 0.069
H 0.224 -0.651 -1.396 0.098
```

Calculated values
E_LUMO (alpha / beta) = 3.0 / 2.7 eV
Kohn-Sham gap (alpha / beta) = 7.0 / 6.7 eV
Total charge = -1
HOMO energy (alpha / beta) = -4.04 / -3.94 eV

The molecule C2H3NOS, computed with ωB97M-V/def2-TZVPD.

```
8
Properties=species:S:1:pos:R:3:lowdin_charge:R:1
C 1.102 0.411 0.093 -0.319
C -0.096 -0.198 0.480 -0.705
N 1.951 1.179 -0.030 0.188
O -0.257 -1.593 -0.188 -0.137
S -1.416 0.887 0.033 0.827
H -0.080 -0.551 1.602 0.162
H -0.658 -1.478 -1.070 0.066
H -0.547 1.342 -0.920 -0.082
```

Calculated values
SMILES = N#C[C@H](O)S
E_LUMO = 0.3 eV
Kohn-Sham gap = 10.6 eV
Total charge = 0
HOMO energy = -10.33 eV

A 2-piece molecular cluster, C2H3NOS overall, computed with ωB97M-V/def2-TZVPD.

```
8
Properties=species:S:1:pos:R:3:lowdin_charge:R:1
C 0.161 1.243 0.406 -0.222
C 1.142 0.520 1.146 -0.277
N -0.558 2.043 0.039 0.195
O 2.264 0.336 0.744 0.086
S -0.769 -1.570 -1.121 0.446
H 0.902 0.255 2.167 0.121
H -0.949 -1.231 -2.426 -0.205
H -2.194 -1.596 -0.954 -0.144
```

Calculated values
SMILES = N#CC=O.S
E_LUMO = -0.6 eV
Kohn-Sham gap = 9.4 eV
Total charge = 0
HOMO energy = -10.01 eV

A 2-piece molecular cluster, C2H3NOS overall, computed with ωB97M-V/def2-TZVPD.

```
8
Properties=species:S:1:pos:R:3:lowdin_charge:R:1
C 0.828 -0.304 0.817 -0.075
C -0.346 0.512 0.849 -0.318
N -1.210 1.236 0.637 0.110
O -0.713 -0.295 -2.477 -0.701
S -2.023 0.244 -2.144 0.715
H 0.623 -1.353 1.030 0.088
H 1.143 -0.274 -0.160 0.034
H 1.698 0.233 1.447 0.147
```

Calculated values
SMILES = CC#N.O=S
E_LUMO (alpha / beta) = -1.2 / -1.2 eV
Kohn-Sham gap (alpha / beta) = 7.8 / 7.7 eV
Total charge = 0
HOMO energy (alpha / beta) = -8.92 / -8.89 eV

The molecule C2H3NOS, computed with ωB97M-V/def2-TZVPD.

```
8
Properties=species:S:1:pos:R:3:lowdin_charge:R:1
C 0.486 0.755 -0.394 -0.353
C -0.636 -1.065 -0.034 -0.331
N -0.223 -0.323 -0.993 0.016
O -0.437 -0.799 1.244 -0.464
S 0.579 0.528 1.688 0.827
H -0.162 1.768 -0.537 0.111
H 1.587 1.016 -0.634 0.081
H -1.194 -1.880 -0.341 0.113
```

Calculated values
SMILES = C1=NCSO1
E_LUMO = -0.1 eV
Kohn-Sham gap = 8.7 eV
Total charge = 0
HOMO energy = -8.78 eV

C2H3NOS2 as an isolated structure, computed with ωB97M-V/def2-TZVPD.

```
9
Properties=species:S:1:pos:R:3:lowdin_charge:R:1
C 1.071 -0.877 0.191 -0.385
C -0.497 0.521 -0.704 -0.987
N 1.745 0.011 0.751 0.063
O 0.123 -0.710 -0.773 -0.136
S 0.624 1.852 -0.053 0.736
S -2.025 0.397 0.363 0.689
H 1.336 -1.872 0.428 0.126
H -1.017 0.907 -1.546 0.035
H -1.360 -0.229 1.342 -0.142
```

Calculated values
E_LUMO = -1.4 eV
Kohn-Sham gap = 7.7 eV
Total charge = 0
HOMO energy = -9.09 eV

The molecule C2H3NOS2, computed with ωB97M-V/def2-TZVPD.

```
9
Properties=species:S:1:pos:R:3:lowdin_charge:R:1
C 1.298 -0.128 -0.050 -1.220
C -1.237 -0.487 0.175 -0.440
H 0.747 1.888 -0.503 0.147
H -2.057 -0.793 -0.477 0.080
H -1.661 -0.525 1.243 0.113
N 0.584 1.029 -0.020 -0.028
O -0.819 0.822 -0.199 -0.183
S 2.910 -0.277 0.001 0.609
S 0.236 -1.529 -0.170 0.922
```

Calculated values
SMILES = S=C1NOCS1
E_LUMO = 0.3 eV
Kohn-Sham gap = 9.0 eV
Total charge = 0
HOMO energy = -8.76 eV

What did we get for relative energy (zero: lowest compared OMol25 entry of this formula, charge and spin)? Answer: 470.0, 514.0, 317.7, 441.3, 144.8, 150.0, 232.6, 212.6, 299.9, 236.1 kJ/mol, in the order shown.